{"formula": "C3H12O4S", "method": "ωB97M-V/def2-TZVPD", "multiplicity": 1, "total_energy_ev": -22328.12395, "largest_force_ev_per_a": 7.04, "charge": -2, "species": ["C", "O", "C", "C", "S", "H", "H", "H", "H", "H", "H", "H", "H", "O", "H", "H", "O", "H", "H", "O"], "xyz": [[0.408, 0.903, -0.470], [0.817, 1.318, 0.819], [-1.053, 1.109, -0.560], [-1.768, 0.865, -1.965], [-3.170, -0.353, -2.055], [1.244, 1.524, -1.152], [0.567, -0.166, -0.631], [-1.305, 2.206, -0.067], [-1.681, 0.502, 0.090], [-1.127, 0.260, -2.597], [-2.139, 1.846, -2.580], [-0.042, -1.159, 2.379], [0.654, 0.485, 1.703], [0.381, -0.416, 2.555], [2.307, 0.023, 1.816], [3.170, 0.039, 0.507], [3.267, -0.121, 1.511], [0.514, -2.649, 0.416], [-0.969, -2.898, 0.192], [-0.073, -3.320, 0.089]], "forces_ev_per_angstrom": [[2.8, 1.3, 1.0], [0.4, -0.9, 1.0], [-3.4, 3.5, -1.0], [-0.6, 1.2, -1.0], [-0.4, 0.3, 0.6], [-2.7, -1.4, 0.6], [0.5, -0.4, -0.2], [0.6, -2.3, -1.6], [0.8, -0.6, 0.4], [0.9, 0.8, -0.2], [1.3, -2.0, 1.6], [-3.0, -5.0, -1.7], [-1.2, 0.1, -1.2], [3.8, 5.7, 1.6], [1.6, -0.4, -0.5], [0.1, -0.2, 2.6], [-1.4, 0.4, -1.9], [0.5, 0.7, 0.3], [1.3, -0.5, -0.4], [-1.8, 0.0, 0.1]]}